Computed, not measured: C34H42PW as an isolated structure, with wB97M-V/def2-TZVPD.

Geometry as XYZ:
```
78
Properties=species:S:1:pos:R:3:forces:R:3:lowdin_spin:R:1
C 1.467636 -2.177681 0.174842 0.47 -1.43 -0.88 0.027
C 2.042815 -1.569961 -0.999452 0.39 -1.72 -0.35 0.041
C 1.109690 -1.739095 -2.099585 0.66 -1.77 -0.30 0.048
C -0.033985 -2.458375 -1.594094 1.15 -1.25 -0.52 0.051
C 0.168571 -2.694228 -0.183745 1.28 -1.70 -0.61 0.054
W 0.216272 -0.582790 -0.552684 -3.59 7.59 0.97 1.371
C -2.589095 1.044517 -1.744433 5.07 1.93 0.72 0.002
C -2.080327 0.620824 -0.536639 -1.54 -0.75 0.52 0.017
H -2.079555 1.302128 0.337697 -0.06 -0.23 -0.83 0.002
C -1.964351 -0.848553 -0.232158 0.29 0.44 -0.02 0.018
H -2.568680 -1.426134 -0.969637 0.64 0.18 0.81 0.005
H -2.217591 -1.101281 0.817128 -0.10 0.14 -0.88 0.014
C -2.779954 2.539752 -1.911551 -1.77 -0.21 0.24 -0.002
H -2.267079 3.245035 -1.229672 -0.23 -0.86 0.08 -0.001
H -2.668655 2.950304 -2.922766 -0.15 -0.50 0.17 0.000
H -3.852263 2.529602 -1.637635 0.02 1.08 -0.28 -0.001
C -2.451239 0.244077 -2.984691 -1.75 -1.01 -0.36 0.009
H -1.649243 -0.499980 -3.116643 -0.23 0.44 0.78 0.004
H -3.406245 -0.297705 -2.870200 0.07 -0.55 -1.07 0.001
H -2.465331 0.811326 -3.918660 -0.29 0.13 0.39 0.000
C 3.406501 -0.989904 -1.076405 0.51 0.09 -0.02 0.013
H 3.662426 -0.413527 -0.178187 -0.04 -0.16 -0.16 0.001
H 4.152035 -1.785262 -1.195577 -0.11 0.04 0.10 0.003
H 3.514462 -0.322090 -1.930945 -0.01 -0.18 0.07 0.002
C 1.327052 -1.335710 -3.519872 0.14 -0.04 -0.41 0.007
H 1.865243 -0.393148 -3.601246 0.03 -0.03 0.00 -0.001
H 1.930113 -2.086285 -4.043432 -0.21 -0.04 0.03 0.002
H 0.380418 -1.197431 -4.053908 0.19 -0.12 0.09 0.000
C -1.107535 -3.074791 -2.426101 -0.29 -0.10 -0.11 0.010
H -1.204744 -2.584649 -3.401310 0.00 -0.14 0.23 0.000
H -0.857517 -4.130577 -2.610695 -0.02 0.28 0.04 0.002
H -2.079232 -3.054751 -1.921466 0.19 -0.05 -0.19 0.001
C -0.660970 -3.580758 0.676710 -0.24 -0.01 0.26 0.011
H -1.688460 -3.647582 0.303474 0.19 -0.02 0.09 0.001
H -0.224966 -4.591504 0.693436 -0.14 0.25 -0.02 0.003
H -0.694701 -3.205977 1.705694 0.00 -0.20 -0.23 0.001
C 2.207423 -2.512403 1.423222 0.04 0.07 0.44 0.004
H 1.519825 -2.636686 2.266800 0.24 -0.04 -0.15 0.000
H 2.753347 -3.458779 1.282746 -0.17 0.28 -0.02 0.000
H 2.941394 -1.741390 1.685118 -0.13 -0.25 -0.03 0.000
C 1.226781 0.983216 -1.843001 -2.43 2.96 4.27 -0.082
C 0.244433 1.992189 -2.214917 -2.26 -3.08 -3.18 0.150
C 2.423848 1.674873 -2.147054 -0.31 0.17 -2.55 0.038
C 0.053889 2.151799 -3.645523 1.72 2.15 0.69 -0.024
H -0.582728 2.430449 -1.716385 -0.32 -0.74 1.42 0.005
C 2.441411 2.349819 -3.386314 0.49 0.14 -0.18 -0.014
H 3.166218 1.777509 -1.370966 0.77 -0.51 -0.50 0.000
C 1.284004 2.458890 -4.240134 0.52 -0.91 0.68 0.093
H -0.918488 2.429770 -4.129143 1.12 -0.07 0.72 -0.002
H 3.379245 2.791802 -3.695793 -0.07 0.17 -0.09 -0.002
H 1.332999 2.858684 -5.249277 0.25 -0.23 0.12 0.006
C 2.257269 1.113203 2.019253 0.52 0.17 0.25 0.009
P 0.571216 0.504988 1.769870 -0.29 0.11 0.09 0.064
C 0.245939 -0.581693 3.210623 -0.19 -0.15 0.33 0.004
C -0.961863 -1.308971 3.274715 0.38 0.02 0.24 0.002
C -1.148017 -2.289385 4.251813 0.05 0.28 0.04 0.000
C -0.158100 -2.520882 5.210985 0.05 0.07 -0.17 0.000
C 1.009447 -1.753760 5.200263 -0.13 0.10 -0.02 0.000
C 1.205038 -0.777845 4.220621 -0.23 -0.12 -0.27 0.000
C -0.432806 1.996225 2.066913 -0.20 0.47 0.05 0.015
C -0.081605 3.193939 1.409663 -0.36 -0.26 0.16 0.006
C -0.950444 4.285682 1.444077 0.11 -0.12 0.06 0.000
C -2.168394 4.195604 2.122960 0.03 -0.13 0.00 0.005
C -2.496245 3.027946 2.814567 0.17 0.05 -0.02 0.000
C -1.621876 1.939178 2.811381 0.13 0.15 -0.26 0.004
H 2.985403 0.292861 2.014730 -0.22 0.20 0.00 0.000
H 2.311105 1.636453 2.984482 0.07 -0.08 -0.29 0.001
H 2.534398 1.809654 1.218383 -0.18 -0.19 0.16 0.000
H -1.776361 -1.098663 2.580104 0.39 -0.19 0.13 0.001
H -2.077382 -2.862217 4.260276 0.28 0.18 0.07 0.000
H -0.306342 -3.288909 5.971495 0.08 0.23 -0.23 0.000
H 1.778966 -1.908174 5.957496 -0.25 0.03 -0.18 0.000
H 2.116709 -0.179481 4.235969 -0.22 -0.28 -0.02 0.000
H 0.865217 3.271776 0.872984 -0.31 -0.03 0.03 0.000
H -0.665649 5.210830 0.940607 -0.12 -0.25 0.14 0.000
H -2.857079 5.041137 2.120402 0.20 -0.23 0.03 0.000
H -3.433498 2.957502 3.365927 0.24 0.07 -0.12 0.000
H -1.870173 1.045433 3.384487 0.02 0.27 -0.21 0.000
```
Forces are in eV/Å.

Results
- Multiplicity: 3
- Kohn-Sham gap (spin up / spin down): 6.521 / 6.140 eV
- Total charge: +1
- <S²>: 2.089

=====

Computed, not measured: C34H43BN11OZr as an isolated structure, with wB97M-V/def2-TZVPD.

Geometry as XYZ:
```
91
Properties=species:S:1:pos:R:3:forces:R:3:mulliken_charge:R:1
Zr -0.112902 0.004952 -0.591643 -0.69 1.82 0.13 0.949
C 1.839505 -1.261641 -4.015224 1.61 0.42 -0.43 -0.981
C 1.233554 -2.147822 -2.996322 -0.63 -0.94 1.28 0.548
C 1.571073 -3.493179 -2.751380 -0.27 0.79 0.61 -1.359
C 0.748123 -3.891197 -1.690331 -0.11 0.00 -0.43 0.802
C 0.730710 -5.180328 -0.950093 1.02 -0.38 1.71 -1.265
N -0.092262 -2.873511 -1.346718 0.74 -0.47 -1.04 0.637
N 0.241256 -1.772903 -2.144052 -0.18 0.44 0.27 -0.323
B -1.374034 -3.031190 -0.409591 -0.37 1.82 -0.28 -0.478
N -2.594176 -2.064986 -0.930319 0.16 1.32 0.13 -0.120
N -2.392455 -0.656694 -0.987076 -0.57 -0.56 0.46 0.654
C -3.619875 -0.068369 -0.935350 0.39 -0.93 0.93 0.627
C -3.931166 1.413187 -0.917898 -0.25 -0.39 0.09 -1.306
C -4.632315 -1.060250 -0.792848 1.98 -0.07 -1.06 -1.618
C -3.942903 -2.280632 -0.892063 0.41 0.85 0.55 0.903
C -4.494073 -3.643113 -0.915085 0.07 -1.04 2.17 -1.276
N -0.887647 -2.479802 1.048856 0.75 1.13 1.11 0.715
N -0.139555 -1.269714 1.169070 -0.08 -0.87 -0.17 0.297
C 0.264359 -1.093651 2.459451 -1.49 -1.90 -0.77 0.558
C 1.097792 0.021785 2.965917 1.76 -0.44 1.50 -0.647
C -0.270700 -2.175574 3.197755 0.59 1.06 0.87 -1.521
C -0.958883 -2.976666 2.305358 -1.03 -0.15 -1.02 0.724
C -1.777607 -4.176031 2.626923 -0.25 -0.87 -0.23 -1.377
H 2.782995 -1.735318 -4.476199 -1.72 0.42 0.53 0.322
H 2.244272 -0.336183 -3.551921 -0.59 -0.32 -0.19 0.024
H 1.098007 -1.011639 -4.791317 0.47 -0.01 0.18 0.270
H 2.414602 -4.001798 -3.221540 -0.60 -0.07 0.26 0.430
H -0.214911 -5.727400 -1.011711 0.12 0.20 -0.04 0.245
H 0.930659 -4.931368 0.153667 -0.45 -0.48 -1.39 0.186
H 1.559290 -5.874843 -1.235991 -0.72 0.75 -0.07 0.379
H -1.818163 -4.141469 -0.431865 0.48 0.16 0.36 -0.161
H -3.149387 2.085396 -0.538057 -0.15 -0.53 0.24 0.023
H -4.882325 1.506332 -0.324915 1.02 0.26 -0.62 0.383
H -4.102034 1.726888 -1.948291 -0.29 0.08 -0.03 0.349
H -5.691069 -0.856513 -0.776450 0.03 -0.27 0.03 0.481
H -5.528164 -3.647060 -0.541132 0.31 0.04 -0.23 0.375
H -3.893531 -4.302140 -0.208259 -0.80 0.64 -0.96 0.206
H -4.473834 -4.085962 -1.884367 0.07 -0.30 -0.77 0.289
H 1.818730 0.460565 2.228643 -0.71 -0.57 0.50 -0.161
H 1.698205 -0.423331 3.884530 -1.05 1.03 -1.91 0.401
H 0.482640 0.823910 3.374330 -0.11 0.02 -0.12 0.074
H -0.213353 -2.263395 4.308353 -0.02 -0.18 -1.27 0.434
H -1.110742 -4.878246 3.127710 -0.04 -0.51 -0.44 0.404
H -2.392375 -4.648813 1.799465 1.19 0.65 0.83 0.124
H -2.469422 -3.954534 3.421630 -0.47 0.47 0.24 0.420
O -0.234794 1.910975 0.434606 -1.16 -3.35 0.00 -0.340
C 0.526483 2.923886 0.243649 1.31 1.64 -1.34 -0.060
C 1.440543 3.373564 1.200319 1.04 1.34 -0.32 -0.269
C 2.347678 4.383701 0.838578 0.31 0.74 0.79 -0.621
C 2.348587 5.013175 -0.404778 0.14 0.12 0.13 -0.873
C 1.517700 4.508645 -1.378912 -0.58 0.71 -1.09 -0.911
C 0.553039 3.532744 -1.065031 0.76 -1.23 0.09 0.713
C -0.139364 2.794876 -2.136531 0.33 0.15 -2.02 0.285
N -0.489166 1.498572 -2.219303 -0.71 -0.03 1.13 1.100
C -1.100197 1.223583 -3.433744 0.80 0.17 -0.77 -0.700
C -0.961431 2.366201 -4.165451 -0.18 -0.47 0.36 -1.084
N -0.361312 3.334218 -3.394248 0.16 0.40 1.07 -0.056
H 1.525048 2.980134 2.203549 -0.29 -0.35 -0.12 0.480
H 3.126213 4.786419 1.529432 -0.93 -0.70 -0.17 0.387
H 2.979711 5.898466 -0.594883 -0.19 -0.84 0.05 0.377
H 1.654309 4.942693 -2.410310 -0.48 -0.67 1.06 0.140
H -1.463589 0.199328 -3.771289 0.54 1.71 0.85 0.421
H -1.283461 2.535229 -5.144821 -0.27 0.42 -1.21 0.563
H -0.077219 4.300604 -3.670980 -0.68 -1.46 0.33 0.287
C 5.063695 1.976161 0.086755 -0.43 -1.25 -1.12 -1.135
C 4.689239 0.642036 -0.726861 0.34 2.37 -1.14 1.320
C 5.389207 -0.673482 -0.336553 0.71 -0.63 -1.05 -1.466
C 4.904008 0.964819 -2.267384 0.60 -1.52 0.73 -1.384
C 3.244816 0.549045 -0.722919 -3.84 -1.07 1.23 -0.177
C 1.994579 0.414724 -0.669375 3.64 0.14 -0.45 0.596
H 6.139767 2.158274 -0.034321 -0.35 0.26 -0.09 0.423
H 4.879031 1.734154 1.121615 -0.18 0.40 0.50 0.391
H 4.398611 2.814094 -0.293045 1.04 -0.95 0.62 0.020
H 6.473489 -0.671603 -0.690659 -1.31 0.20 0.50 0.342
H 4.885818 -1.505660 -0.932892 0.60 0.89 1.02 0.261
H 5.398913 -0.901538 0.748306 -0.28 0.19 -0.65 0.345
H 5.950948 1.121543 -2.530721 0.02 0.19 0.18 0.427
H 4.279028 1.768671 -2.615871 -0.14 0.40 0.04 0.287
H 4.588850 0.039533 -2.751178 0.01 0.11 -0.48 0.330
N -2.512433 3.774981 5.115036 0.72 1.40 1.54 -0.444
C -2.760826 2.570762 4.555367 -1.02 -0.38 -0.89 0.585
C -2.534844 2.411506 3.142354 1.83 0.22 1.19 -0.270
N -2.751397 1.253460 2.577689 -1.53 0.09 0.13 0.017
C -3.535324 0.420827 3.307037 -0.13 -1.42 -1.58 -0.220
C -3.820658 0.584621 4.641626 0.45 -0.64 -0.89 -0.460
N -3.353044 1.625712 5.285416 0.55 1.59 0.65 -0.602
H -1.723825 4.314334 4.795548 -0.09 -0.09 -0.44 0.239
H -2.616791 3.919264 6.125475 -0.24 -0.67 -0.72 0.270
H -1.921597 3.172771 2.611404 -0.58 -0.55 0.23 0.087
H -3.945044 -0.421920 2.717805 0.42 0.28 0.64 0.346
H -4.308905 -0.189854 5.216845 -0.27 0.04 -0.04 0.393
```
Forces are in eV/Å.

Results
- Multiplicity: 1
- Kohn-Sham gap: 7.668 eV
- Total charge: +1

=====

Computed, not measured: C34H43BrClN2O6 as an isolated structure, with wB97M-V/def2-TZVPD.

Geometry as XYZ:
```
87
Properties=species:S:1:pos:R:3:forces:R:3:mulliken_charge:R:1
C 2.318776 4.896259 1.505960 -0.33 0.61 -0.13 -1.374
C 1.854236 5.109388 0.048321 0.26 0.21 0.34 0.715
C 2.688339 4.362592 -0.975448 0.52 0.23 0.04 -1.121
N 2.588480 2.906745 -0.831404 -0.35 0.36 -0.64 -0.226
C 1.327220 2.339761 -1.078893 -0.12 -0.13 0.43 0.852
C 1.027889 1.092207 -0.695851 0.24 -0.45 -0.11 -0.411
C 1.952561 0.161083 0.027304 -0.25 -0.24 0.19 -0.959
C 1.442880 0.024464 1.482521 0.38 0.42 -0.65 -0.023
C 2.439074 -0.669462 2.431034 -1.56 -0.16 0.43 -0.954
C 1.883838 -2.003874 2.998628 0.86 -0.35 0.02 -0.812
C 2.541006 -3.231601 2.345373 -0.53 0.63 -0.28 -0.989
C 1.990409 -3.435745 0.911304 0.11 -0.02 0.32 0.232
C 1.315647 -4.798180 0.713894 0.80 0.59 -0.08 -1.062
C 2.362282 -5.941277 0.610694 -1.33 0.10 -0.16 -0.724
C 2.091678 -6.838734 -0.615016 0.42 0.15 0.07 -0.774
C 3.102521 -6.559305 -1.717962 -0.16 -0.28 0.02 -0.450
O 2.539741 -6.928744 -2.961963 0.28 -0.11 -0.07 -0.362
C 3.238424 -6.353429 -4.051604 -0.45 -0.06 0.17 -0.738
C -0.333303 0.544320 -0.943472 -0.03 0.26 -0.17 0.264
O -0.517512 -0.634375 -1.166546 0.04 -0.02 0.20 -0.689
C -1.442353 1.544507 -0.837816 0.24 -0.36 -0.10 0.680
C -1.147212 2.845365 -1.242604 0.10 0.19 -0.01 0.736
C -2.094311 3.859049 -1.147672 0.48 -0.33 -0.28 -0.180
C -1.826240 5.287223 -1.529219 -0.28 -0.74 0.05 -0.766
C -2.539215 5.780940 -2.786602 -0.10 0.42 1.34 0.372
O -2.756583 6.938941 -2.829751 -1.29 -0.45 1.38 -0.407
Cl -3.003690 4.625662 -4.057474 -0.34 -0.91 1.33 -0.173
C -3.337869 3.498821 -0.645758 0.10 0.41 -0.06 0.186
C -3.643452 2.216111 -0.241414 -0.52 -0.26 -0.03 0.354
C -5.012767 1.935157 0.336042 0.68 0.20 0.70 -1.463
C -4.998542 1.933443 1.897718 -0.04 -0.24 0.55 -0.358
C -3.842883 2.689045 2.500217 0.16 1.12 0.17 0.436
O -3.680951 3.878084 2.383041 -0.05 -0.45 -0.21 -0.553
O -2.972951 1.949299 3.250304 -0.15 -0.72 -0.63 -0.482
C -2.691230 1.196116 -0.341680 0.04 0.23 0.03 0.037
C -3.020842 -0.201916 0.061229 0.14 -0.04 -0.35 -0.213
C -2.822228 -0.689131 1.344046 -0.07 0.11 -0.37 -0.062
C -3.157470 -2.008420 1.605317 0.23 -0.03 0.56 -0.889
N -3.636197 -2.867263 0.715572 -0.12 0.27 -0.01 -0.669
C -3.821224 -2.372822 -0.506528 -0.06 -0.26 -0.62 -0.528
C -3.525717 -1.081047 -0.893006 -0.06 0.30 0.46 -0.258
C 0.228398 3.093274 -1.784722 -0.13 -0.01 -0.03 -0.901
O 0.435336 3.803592 -2.738710 0.16 0.00 0.17 -0.555
H 1.479452 4.565962 2.115823 0.19 -0.36 0.13 0.304
H 2.609651 5.858842 1.929919 0.13 -0.02 0.04 0.337
H 3.174228 4.230879 1.594468 -0.13 -0.24 -0.01 0.317
H 0.786463 4.895245 -0.015555 0.00 -0.15 -0.23 -0.461
H 1.954489 6.168900 -0.191002 -0.12 0.02 -0.11 0.546
H 2.497520 4.726804 -1.985369 -0.30 -0.15 -0.03 0.384
H 3.733097 4.621372 -0.778316 0.04 -0.11 0.09 0.551
H 3.313503 2.440877 -1.359139 0.08 -0.10 0.14 0.290
H 1.912699 -0.823816 -0.440953 0.07 0.01 -0.11 0.097
H 2.986977 0.497060 0.014983 -0.01 0.17 0.02 0.756
H 1.209609 1.042667 1.807109 0.15 -0.01 0.24 0.682
H 0.481004 -0.490516 1.444129 0.03 -0.15 0.11 -0.244
H 3.396442 -0.823880 1.937327 0.13 0.07 0.12 0.508
H 2.540877 -0.019015 3.299053 0.51 0.15 -0.13 0.326
H 0.804305 -2.065557 2.856861 -0.07 0.08 0.11 0.273
H 2.087265 -2.034412 4.071631 -0.10 -0.01 0.04 0.491
H 3.612503 -3.026295 2.317417 0.10 -0.28 0.07 0.409
H 2.371902 -4.122984 2.951686 0.03 -0.06 -0.01 0.464
H 2.820414 -3.285360 0.215325 -0.15 -0.22 -0.28 0.281
H 1.256283 -2.665372 0.667513 0.01 0.11 0.14 -0.182
H 0.644036 -4.944925 1.561704 -0.15 -0.16 -0.10 0.321
H 0.711991 -4.723148 -0.190282 -0.06 -0.25 -0.03 0.438
H 3.338282 -5.461833 0.542307 0.23 -0.32 0.09 0.455
H 2.294828 -6.539645 1.517670 0.35 0.00 0.07 0.441
H 1.108140 -6.657300 -1.046171 -0.10 0.11 0.17 0.384
H 2.110007 -7.890734 -0.329384 0.12 -0.07 -0.14 0.332
H 4.018942 -7.135447 -1.526055 0.09 0.06 -0.12 0.270
H 3.393300 -5.501609 -1.738903 -0.20 0.10 0.06 0.371
H 4.311734 -6.318598 -3.853341 0.08 -0.02 -0.14 0.323
H 2.854181 -5.345167 -4.234355 0.21 0.12 0.00 0.272
H 3.029854 -6.956457 -4.932447 0.11 -0.05 -0.03 0.258
H -2.204779 5.911172 -0.720142 -0.08 0.12 -0.09 0.572
H -0.771932 5.529691 -1.634970 0.06 -0.16 -0.21 0.024
H -4.080817 4.282740 -0.562479 -0.12 -0.06 0.07 0.532
H -5.695186 2.720093 0.026181 -0.13 -0.16 -0.28 0.614
H -5.333777 0.946854 0.017612 -0.35 0.11 -0.14 0.340
H -4.997419 0.926349 2.311018 0.04 -0.09 -0.17 0.281
H -5.891534 2.432041 2.275703 -0.08 -0.01 -0.09 0.478
H -2.084976 2.299184 3.101473 -0.04 0.44 0.37 0.321
H -2.414951 -0.048731 2.110659 -0.05 -0.07 0.14 0.688
H -3.019286 -2.378580 2.615968 0.01 -0.15 -0.01 0.463
H -4.209977 -3.054967 -1.254487 -0.02 -0.13 0.07 0.407
H -3.669433 -0.728954 -1.904227 -0.05 -0.16 -0.10 0.489
Br -2.013904 7.050445 -5.153365 1.63 1.90 -3.71 -0.942
```
Forces are in eV/Å.

Results
- Multiplicity: 1
- Kohn-Sham gap: 4.052 eV
- Total charge: -1

=====

| no. | electronic energy (a.u.) |
| --- | --- |
| 1 | -1728.77018 |
| 2 | -2070.79853 |
| 3 | -4916.54304 |